Formula: C14H17FN2O2S
Source: OMol25
Level of theory: wB97M-V/def2-TZVPD

Results
Gap between HOMO and LUMO in Ha: 0.3459
Largest force on an atom in eV Å⁻¹: 0.503
Calculated total energy in eV: -35405.43226
Charge: +2

Element x y z (Å)
C 4.5907 0.0848 1.1233
C 4.2819 0.7518 -0.2231
C 3.8883 -0.2966 -1.2592
C 3.2456 1.8748 -0.0580
N 1.8491 1.3763 -0.0203
C 1.1499 1.2778 -1.1634
C -0.1277 0.7731 -1.1678
C -0.6995 0.3650 0.0368
C -2.0836 -0.1929 0.0605
C -3.1404 0.5198 0.6236
C -4.3946 -0.0273 0.6273
N -4.5988 -1.2481 0.0954
S -6.2278 -1.9258 0.1934
O -6.1387 -3.0021 1.0863
O -7.0660 -0.8059 0.2871
F -6.2099 -2.4483 -1.2532
C -3.5972 -1.9695 -0.4546
C -2.3307 -1.4569 -0.4863
C 0.0381 0.4856 1.2118
C 1.3136 0.9953 1.1503
H 4.8662 0.8186 1.8806
H 5.4354 -0.5934 1.0080
H 3.7450 -0.5136 1.4715
H 5.1972 1.2381 -0.5666
H 3.7433 0.1264 -2.2569
H 4.6747 -1.0428 -1.3456
H 2.9676 -0.8172 -0.9813
H 3.4129 2.4023 0.8804
H 3.3059 2.6178 -0.8523
H 1.6441 1.6180 -2.0627
H -0.6766 0.7121 -2.0984
H -2.9904 1.5038 1.0462
H -5.2517 0.4860 1.0424
H -3.8353 -2.9485 -0.8443
H -1.5365 -2.0428 -0.9281
H -0.3744 0.1904 2.1677
H 1.9308 1.1141 2.0296


Formula: C2H2BrClNO2
Source: OMol25
Level of theory: wB97M-V/def2-TZVPD

Results
Energy above the lowest of the compared OMol25 structures with the same formula, charge and spin in kcal per mole: 36.4
Gap between HOMO and LUMO in Ha: 0.2993
SMILES: O=C([O-])N(Cl)CBr
Largest force on an atom in eV Å⁻¹: 6.975
Calculated total energy in eV: -90256.43655
Charge: -1

Element x y z (Å)
C 0.8726 -1.3306 -0.2888
C -0.4459 0.8551 0.6418
N 0.1034 -0.0603 -0.7772
O 1.4315 -1.1020 0.7768
O 0.8360 -2.3290 -1.0103
Cl -1.3590 -0.3746 -1.6524
Br -0.3245 2.7714 0.1688
H 0.3195 0.8057 1.3897
H -1.4336 0.7642 0.7517


Formula: C48H70BrClIN3O19P
Source: OMol25
Level of theory: wB97M-V/def2-TZVPD

Results
Gap between HOMO and LUMO in Ha: 0.2246
Largest force on an atom in eV Å⁻¹: 4.347
Calculated total energy in eV: -194227.69991
Charge: +1

Element x y z (Å)
C 5.5232 -4.6571 0.8025
O 4.5876 -3.5798 0.5212
C 4.7943 -2.4529 1.4100
C 3.4486 -1.5398 1.3658
C 2.2845 -2.4404 1.9992
C 0.9566 -1.6529 2.4381
N 1.2050 -0.1815 2.6445
C 0.0880 0.2591 3.4951
N 0.2515 0.8791 4.6848
N -1.2597 -0.0469 3.0330
I -2.3622 -1.1306 4.3895
C -1.2983 -0.5959 1.6480
P -3.0881 -0.9560 1.0459
O -4.2071 0.1357 1.7405
Br -3.0317 -0.3268 -1.1634
C -0.2755 -1.8160 1.3810
Cl 0.4947 -1.5505 -0.2827
C -0.8661 -3.2784 1.6062
C -1.5117 -3.9935 0.3427
O -1.9894 -3.4588 -0.6819
C -1.6173 -5.6035 0.4186
C -1.9432 -6.1631 1.8540
C -2.1226 -7.6779 2.0863
C -1.9752 -8.6028 0.8379
C -1.6307 -8.0737 -0.5697
C -1.4595 -6.5368 -0.7974
H 6.0742 -4.5499 1.7988
H 4.9430 -5.6545 0.7612
H 6.2820 -4.6967 -0.0612
H 5.6811 -1.8414 1.0307
H 5.0161 -2.7813 2.4871
H 3.6582 -0.5589 1.9038
H 3.2324 -1.4033 0.2424
H 2.0416 -3.3350 1.3105
H 2.7134 -2.9205 2.9600
H 0.5928 -2.1049 3.4227
H 2.0456 -0.0026 3.2111
H -0.1692 0.5423 5.5704
H 0.8926 1.6887 4.7528
H -0.9246 0.2625 0.9643
H -5.0274 -0.3841 1.9204
H -1.6374 -3.3592 2.4626
H 0.0124 -3.9495 1.9485
H -2.0700 -5.4705 2.7643
H -2.3533 -8.0696 3.1414
H -2.1310 -9.7255 0.9899
H -1.4913 -8.7523 -1.4725
H -1.2397 -6.0800 -1.8164
O 0.8928 3.6903 6.4645
C -0.2945 3.8558 6.3148
O -1.2375 2.9753 6.7351
C -2.5323 3.4179 6.3031
C -2.3843 4.9053 6.0646
C -0.9399 5.0160 5.6101
H -2.7994 2.8741 5.3932
H -3.2727 3.1997 7.0746
H -3.1029 5.3024 5.3475
H -2.5158 5.4463 7.0073
H -0.8375 4.8761 4.5316
H -0.4905 5.9591 5.9192
O -2.6623 1.6348 -7.7457
C -2.1211 1.0803 -6.8256
O -1.0425 1.5829 -6.1630
C -0.5861 0.6232 -5.2027
C -1.7758 -0.2689 -4.9360
C -2.4922 -0.2677 -6.2698
H 0.2576 0.0744 -5.6318
H -0.2506 1.1375 -4.3002
H -1.4974 -1.2654 -4.5887
H -2.4174 0.1866 -4.1747
H -2.1127 -1.0453 -6.9368
H -3.5712 -0.3583 -6.1474
O -4.8134 3.5300 4.3555
C -5.9020 3.4452 3.8464
O -6.9964 4.1331 4.2634
C -8.1396 3.7088 3.5089
C -7.5783 3.1177 2.2363
C -6.2587 2.5389 2.7009
H -8.6942 2.9741 4.0999
H -8.7875 4.5643 3.3113
H -8.2405 2.3847 1.7724
H -7.3945 3.9116 1.5095
H -6.3715 1.5186 3.0751
H -5.5017 2.5808 1.9178
O 6.5665 -7.6695 -0.9527
C 5.9535 -7.1599 -1.8558
O 5.5022 -5.8761 -1.8382
C 4.7232 -5.6311 -3.0154
C 5.1776 -6.6682 -4.0161
C 5.5361 -7.8420 -3.1298
H 3.6642 -5.7348 -2.7604
H 4.9035 -4.6148 -3.3698
H 4.4220 -6.9007 -4.7683
H 6.0731 -6.3143 -4.5363
H 4.6714 -8.4783 -2.9265
H 6.3549 -8.4269 -3.5485
O 10.7963 -8.7124 -3.7458
C 10.7850 -8.9217 -2.5603
O 11.2046 -10.0829 -1.9882
C 10.9522 -10.0366 -0.5793
C 10.8553 -8.5674 -0.2404
C 10.2716 -7.9784 -1.5068
H 10.0208 -10.5729 -0.3742
H 11.7672 -10.5268 -0.0440
H 10.2584 -8.3696 0.6515
H 11.8569 -8.1584 -0.0732
H 9.1790 -8.0079 -1.5037
H 10.6295 -6.9637 -1.6802
O 0.2475 7.8615 3.4630
C -0.9286 8.0539 3.2889
O -1.9050 7.1922 3.6881
C -3.1766 7.6719 3.2271
C -2.9803 9.1543 2.9979
C -1.5298 9.2320 2.5754
H -3.4379 7.1389 2.3091
H -3.9416 7.4734 3.9806
H -3.6708 9.5728 2.2664
H -3.1190 9.6938 3.9408
H -1.4129 9.0948 1.4978
H -1.0654 10.1635 2.8980
O -3.8377 8.5727 0.1686
C -4.6652 7.7484 -0.1161
O -5.6708 7.3616 0.7141
C -6.4013 6.2922 0.1057
C -6.1268 6.4119 -1.3746
C -4.7196 6.9676 -1.4004
H -6.0416 5.3458 0.5193
H -7.4637 6.3974 0.3343
H -6.2358 5.4677 -1.9110
H -6.8156 7.1350 -1.8221
H -3.9676 6.1756 -1.3678
H -4.5589 7.6160 -2.2613
O 2.1910 6.8243 -7.0209
C 1.3961 5.9622 -7.2921
O 0.4217 5.5317 -6.4453
C -0.2717 4.4273 -7.0407
C -0.0261 4.5573 -8.5254
C 1.3552 5.1761 -8.5749
H 0.1351 3.5000 -6.6325
H -1.3337 4.4851 -6.7961
H -0.1016 3.6082 -9.0587
H -0.7536 5.2484 -8.9628
H 2.1421 4.4184 -8.5536
H 1.4727 5.8293 -9.4392


Formula: C31H46Cl2NPYb
Source: OMol25
Level of theory: wB97M-V/def2-TZVPD

Results
2S+1: 2
Gap between HOMO and LUMO (alpha / beta) in Ha: 0.1969 / 0.1977
Largest force on an atom in eV Å⁻¹: 5.793
Calculated total energy in eV: -100250.22801
Charge: -1
⟨S²⟩: 0.792

Element x y z (Å)
P -0.1736 0.4569 -0.9185
C -1.8218 -0.0173 -1.5490
C -2.2691 0.8471 -2.7047
C -3.7100 0.4728 -3.0743
C -3.8546 -1.0216 -3.3712
C -3.3467 -1.8723 -2.2088
C -1.8959 -1.5073 -1.8556
C 1.2557 -0.1526 -1.8433
C 1.1398 0.2686 -3.2805
C 2.4517 -0.0750 -4.0086
C 2.7985 -1.5565 -3.8681
C 2.8574 -1.9818 -2.3993
C 1.5473 -1.6474 -1.6769
C -0.0782 2.2986 -0.8754
C -1.2216 2.9211 -0.0688
C -1.2114 4.4496 -0.2336
C 0.1415 5.0448 0.1607
C 1.2851 4.3896 -0.6133
C 1.2817 2.8624 -0.4430
H -2.4873 0.1759 -0.6672
H -1.6063 0.6805 -3.5661
H -2.2196 1.9200 -2.4611
H -4.0329 1.0691 -3.9337
H -4.3647 0.7362 -2.2325
H -4.8999 -1.2627 -3.5897
H -3.2781 -1.2653 -4.2716
H -3.9745 -1.7025 -1.3230
H -3.4039 -2.9376 -2.4535
H -1.5358 -2.1124 -1.0086
H -1.2496 -1.7218 -2.7208
H 2.0893 0.3747 -1.3413
H 3.2605 0.5290 -3.5772
H 0.9284 1.3459 -3.3744
H 0.3079 -0.2703 -3.7616
H 2.3677 0.2040 -5.0636
H 3.7519 -1.7700 -4.3607
H 2.0355 -2.1544 -4.3818
H 3.0638 -3.0548 -2.3092
H 3.6760 -1.4483 -1.8937
H 1.6264 -1.9016 -0.6093
H 0.7249 -2.2514 -2.0917
H -0.2188 2.4972 -1.9473
H -2.1986 2.5104 -0.3707
H -1.1104 2.6629 1.0008
H -1.4250 4.6944 -1.2818
H -2.0160 4.8832 0.3697
H 0.3041 4.8854 1.2342
H 0.1429 6.1252 -0.0053
H 2.2515 4.7869 -0.2882
H 1.1807 4.6189 -1.6804
H 2.1009 2.4203 -1.0329
H 1.4882 2.5912 0.6089
Yb 0.0268 0.1012 1.7467
Cl 2.4871 0.0421 1.3571
Cl -2.5288 0.1290 1.8160
C -0.4202 -2.2719 1.2116
H -1.5043 -2.2911 1.0919
C 0.3931 -3.3031 1.3236
C 1.8661 -3.3001 1.3769
C 2.5018 -4.5125 1.3787
C 1.7759 -5.7212 1.3494
C 0.3731 -5.7041 1.3053
C -0.3446 -4.5455 1.2905
H 2.3768 -2.3403 1.3927
H 3.5853 -4.5266 1.4088
H -0.1909 -6.6250 1.2848
H -1.4035 -4.4502 1.2498
H 2.3080 -6.6775 1.3615
N 0.6100 -0.3930 3.8923
C 0.3710 0.6458 4.7853
C 1.3215 0.8614 5.7764
C 0.9978 1.7467 6.8130
C -0.2321 2.4119 6.8412
C -1.1732 2.1937 5.8236
C -0.8800 1.3017 4.7699
H 1.5516 -0.7591 3.7949
H -0.0647 -1.1663 3.9290
H 2.2479 0.3178 5.7616
H 1.7210 1.9030 7.5990
H -0.4697 3.0911 7.6562
H -2.1298 2.6929 5.8397
H -1.6277 1.1113 3.9899


Formula: C24H43BrN8O6PS
Source: OMol25
Level of theory: wB97M-V/def2-TZVPD

Results
Energy above the lowest of the compared OMol25 structures with the same formula, charge and spin in kcal per mole: 0.0
Gap between HOMO and LUMO in Ha: 0.3250
Largest force on an atom in eV Å⁻¹: 0.936
Calculated total energy in eV: -139952.34346
Charge: +1

Element x y z (Å)
C 3.3209 4.3846 -1.8880
C 3.1141 2.9640 -1.5103
O 3.9301 2.0846 -1.5918
N 1.8449 2.6772 -0.9422
C 0.6343 3.1589 -1.6115
N 1.8296 1.3696 -0.4713
C 1.5381 0.2726 -1.1768
C 1.0575 0.1359 -2.5591
C -0.4146 -0.3711 -2.5823
C -1.2548 0.4725 -3.5301
N -2.2688 1.2830 -2.9788
O -1.0143 0.4408 -4.7010
N 1.7368 -0.7558 -0.3451
C 2.1070 -0.3452 0.9104
C 2.2655 -1.2739 2.0438
C 0.8982 -1.7724 2.6135
C -0.3660 -1.0010 2.2500
C -1.5855 -1.5525 3.0207
C -2.7329 -1.9993 2.1121
C -3.3959 -0.9261 1.2486
C -4.3351 -0.0233 2.0274
S -5.4028 0.9481 0.9109
C -4.7582 2.5289 1.1439
N -5.2782 3.5108 1.8054
N -4.4408 4.6086 1.6254
C -3.4839 4.1932 0.8728
O -3.5914 2.8943 0.5169
C 2.2036 1.0206 0.8402
P 2.7725 1.9490 2.3083
O 4.3324 2.0644 1.8944
Br 2.0854 4.0334 1.9251
H 2.8016 5.0372 -1.1928
H 4.3815 4.5921 -1.8627
H 2.9131 4.5749 -2.8779
H 0.5890 2.9157 -2.6685
H -0.2313 2.7779 -1.0822
H 0.6096 4.2404 -1.5255
H 1.1643 1.0574 -3.1116
H 1.6895 -0.6113 -3.0297
H -0.4358 -1.4011 -2.9185
H -0.8491 -0.3325 -1.5859
H -3.1493 0.7542 -2.9393
H -2.0317 1.5171 -2.0203
H 1.5824 -1.7179 -0.6045
H 2.8397 -0.7830 2.8198
H 2.8300 -2.1453 1.7314
H 0.7566 -2.7853 2.2432
H 0.9765 -1.8244 3.6942
H -0.2603 0.0646 2.4459
H -0.5783 -1.1312 1.1896
H -1.2627 -2.4107 3.6046
H -1.9536 -0.8038 3.7174
H -2.3829 -2.8063 1.4673
H -3.5200 -2.4113 2.7421
H -2.6862 -0.3275 0.6777
H -4.0091 -1.4381 0.5070
H -5.0155 -0.6245 2.6214
H -3.8231 0.6763 2.6791
H -2.6400 4.7404 0.5057
H 4.5294 1.8145 0.9828
C -4.6302 -1.5747 -2.5033
O -4.6740 -0.4252 -2.9215
N -5.4749 -2.5383 -2.8749
C -5.3965 -3.8873 -2.3472
C -6.5132 -2.2117 -3.8463
H -3.8797 -1.9110 -1.7641
H -5.2269 -4.6048 -3.1507
H -6.3201 -4.1530 -1.8320
H -4.5723 -3.9539 -1.6395
H -6.0665 -1.8664 -4.7776
H -7.1539 -1.4181 -3.4649
H -7.1082 -3.1002 -4.0355
C 6.0580 -2.4728 2.6779
O 4.9640 -2.8074 2.2513
N 6.8192 -1.5128 2.1300
C 8.1155 -1.1461 2.6728
C 6.3208 -0.8247 0.9541
H 6.5131 -2.9418 3.5633
H 8.1257 -0.0974 2.9729
H 8.9020 -1.3068 1.9346
H 8.3274 -1.7594 3.5451
H 5.3722 -0.3298 1.1779
H 6.1465 -1.5278 0.1393
H 7.0500 -0.0832 0.6395


Formula: C13H14BrN2O4
Source: OMol25
Level of theory: wB97M-V/def2-TZVPD

Results
Gap between HOMO and LUMO in Ha: 0.1238
Largest force on an atom in eV Å⁻¹: 2.656
Calculated total energy in eV: -94916.79761
Charge: -1

Element x y z (Å)
Br -3.7119 2.7666 -3.6920
C -2.1086 2.0119 -3.0443
C -1.1658 2.8391 -2.4057
C 0.0000 2.2772 -1.8965
C 0.2649 0.8935 -2.0300
C 1.4890 0.3460 -1.4869
C 1.9603 -0.9098 -1.7628
N 2.9368 -1.4652 -0.9357
O 3.4103 -2.6122 -1.1182
O 3.2919 -0.7348 0.0403
C -0.6936 0.0790 -2.6863
C -1.8779 0.6348 -3.1787
H -1.3532 3.9026 -2.3064
H 0.7424 2.8955 -1.3886
H 2.0964 1.0151 -0.8725
H 1.6200 -1.5132 -2.6048
H -0.5005 -0.9885 -2.7934
H -2.6242 0.0057 -3.6577
O -3.2837 -1.4759 1.9877
C -3.2641 -0.5964 1.2093
C -0.1283 0.2990 2.0402
C -0.0227 0.0369 3.4879
C 0.9668 -1.1514 3.5235
C 0.9510 -1.7560 2.1161
N 0.3049 -0.7103 1.3203
O -3.2312 0.2839 0.4296
H -0.5706 1.1965 1.6036
H 0.2956 0.8943 4.0855
H -0.9904 -0.3076 3.8832
H 1.9859 -0.8033 3.7281
H 0.6936 -1.8938 4.2723
H 1.9490 -1.9784 1.7283
H 0.3702 -2.6847 2.0928
H 0.1974 -0.7964 0.3120


Formula: C8H36N16O10
Source: OMol25
Level of theory: wB97M-V/def2-TZVPD

Results
Energy above the lowest of the compared OMol25 structures with the same formula, charge and spin in kcal per mole: 0.0
Gap between HOMO and LUMO in Ha: 0.3468
SMILES: NC(N)=O.NC(N)=O.NC(N)=O.NC(N)=O.NC(N)=O.NC(N)=O.NC(N)=O.NC(N)=O.O.O
Largest force on an atom in eV Å⁻¹: 3.585
Calculated total energy in eV: -53206.52535
Charge: 0

Element x y z (Å)
O -1.0263 -2.9348 2.2861
H -0.4713 -2.7448 1.4795
H -0.6637 -2.5959 3.0974
O -0.1161 -1.8623 -0.1830
H 0.8484 -1.9108 0.0223
H 0.0022 -1.7193 -1.1080
C 2.1052 -1.6508 -3.6443
O 1.6092 -1.8158 -4.7527
N 3.3190 -2.3033 -3.2136
N 1.6360 -0.8938 -2.6178
H 3.6360 -3.1347 -3.7125
H 3.3172 -2.4038 -2.2167
H 2.3120 -0.6300 -1.8973
H 0.9967 -0.1101 -2.9114
C -2.1905 2.9827 1.8038
O -2.4143 1.9656 1.1346
N -1.3190 3.9403 1.5100
N -2.7850 3.1374 3.0380
H -0.8183 3.8939 0.5640
H -1.4702 4.8243 1.8854
H -2.4071 3.8242 3.6718
H -3.7178 2.7678 3.1184
C 3.0908 2.0821 -0.1551
O 4.0444 1.3259 -0.3128
N 2.1450 1.8614 0.8262
N 2.9015 3.2372 -0.8894
H 2.2910 1.0034 1.2762
H 1.2803 2.3491 0.9502
H 1.9714 3.6930 -0.8534
H 3.4603 3.5150 -1.7063
C -0.5519 -0.2554 4.2017
O -0.2195 -1.3684 4.5583
N -0.2332 0.3617 3.0019
N -1.2392 0.6303 5.0223
H -0.9696 1.0167 2.8090
H 0.0695 -0.2268 2.2305
H -1.4433 0.1752 5.9469
H -0.6344 1.4389 5.2571
C -1.6382 -1.0676 -4.1699
O -1.1137 -0.1394 -3.5601
N -2.7173 -1.7076 -3.7072
N -1.0516 -1.5681 -5.3125
H -3.2028 -1.4677 -2.8399
H -3.0402 -2.3870 -4.4091
H -0.0102 -1.4992 -5.3935
H -1.5030 -2.3463 -5.7961
C 3.0716 -1.4454 1.9001
O 2.3360 -1.8512 0.9601
N 4.3395 -0.8799 1.6700
N 2.6728 -1.6439 3.1494
H 4.8261 -0.6282 2.5376
H 4.4295 -0.2219 0.9351
H 3.0861 -1.2665 4.0108
H 1.7172 -1.8947 3.4178
C -0.1754 2.4242 -1.6440
O 0.0785 3.4484 -0.9567
N 0.3753 2.2928 -2.8818
N -1.0749 1.5193 -1.1495
H 0.6975 3.2112 -3.1788
H -0.1675 1.6460 -3.4852
H -1.4556 0.8144 -1.7549
H -1.5902 1.6986 -0.2956
C -3.3912 -2.0410 -0.1217
O -4.2261 -1.9011 -1.0445
N -2.9860 -0.9099 0.5503
N -3.0110 -3.2228 0.3095
H -2.4520 -0.9613 1.4323
H -3.6234 -0.1607 0.4663
H -3.0886 -4.0182 -0.2745
H -2.4565 -3.2908 1.1187


Formula: C6H6OS
Source: OMol25
Level of theory: wB97M-V/def2-TZVPD

Results
Energy above the lowest of the compared OMol25 structures with the same formula, charge and spin in kcal per mole: 36.7
Gap between HOMO and LUMO in Ha: 0.3371
SMILES: c1ccsccoc1
Largest force on an atom in eV Å⁻¹: 0.807
Calculated total energy in eV: -19199.47551
Charge: 0

Element x y z (Å)
C 0.0148 -1.7340 0.8789
C 1.2215 -1.1877 0.7382
C 1.0612 0.3351 -1.0913
C -0.0197 1.0934 -1.2610
C -0.9237 1.4607 -0.1718
C -1.5587 0.5910 0.6102
H -0.0219 -2.6714 1.3922
H 2.1175 -1.6565 1.1662
H 1.6813 0.0211 -1.9460
H -0.2722 1.4700 -2.2714
H -1.0827 2.5365 0.0341
H -2.2099 0.9268 1.4140
O 1.5632 -0.0055 0.1462
S -1.5706 -1.1795 0.3613


Formula: C4H10OSSi
Source: OMol25
Level of theory: wB97M-V/def2-TZVPD

Results
2S+1: 3
Energy above the lowest of the compared OMol25 structures with the same formula, charge and spin in kcal per mole: 69.6
Gap between HOMO and LUMO (alpha / beta) in Ha: 0.2323 / 0.2429
Largest force on an atom in eV Å⁻¹: 3.549
Calculated total energy in eV: -25065.25518
Charge: 0
⟨S²⟩: 2.010

Element x y z (Å)
C 3.0391 -1.3391 -1.2354
C 1.8143 -1.1507 -0.6876
C -1.7915 -0.5392 1.4384
C -2.1154 0.6584 0.5276
O -1.1203 1.6431 0.5676
Si 0.1668 1.7069 -0.3758
S 1.6095 0.5134 0.6388
H 3.4471 -2.0017 -1.9907
H 3.8295 -0.5997 -1.2481
H 0.9476 -1.7005 -0.9583
H -1.8672 -1.4533 0.8038
H -0.7834 -0.6282 1.7164
H -2.3931 -0.5972 2.3138
H -3.0237 1.2397 0.7691
H -2.2322 0.3812 -0.4991
H 0.4293 3.0696 -0.2029
H 0.0436 0.7974 -1.5776